Entry 1:
# C46H60BClN8O4SSi

A cluster of 8 separate species, C46H60BClN8O4SSi in total (wB97M-V/def2-TZVPD, the Open Molecules 2025 dataset).

Its lowest unoccupied orbital energy is -1.4 eV. The SMILES is [H]/N=C/C[Si@](CCCCS(=O)(=O)Cl)(C[C@@H](C)O)B(O)CC.c1ccncc1.c1ccncc1.c1ccncc1.c1ccncc1.c1ccncc1.c1ccncc1.c1ccncc1. Its total charge is 0. Its gap between HOMO and LUMO is 7.879 eV.

```
122
Properties=species:S:1:pos:R:3:forces:R:3:mulliken_charge:R:1
Cl -1.010 2.287 2.177 -0.2600 -0.5055 -1.1366 -0.1616
S -2.349 1.732 0.672 -8.5677 0.9798 0.3443 0.9929
Si 2.763 3.007 -1.179 -1.0627 2.7027 -1.0747 -0.8014
O -0.574 4.453 -0.611 0.4541 0.2079 1.0789 -0.3558
O 5.320 2.009 -0.175 -1.7402 -1.1201 -1.7893 -0.5908
O -3.330 2.955 0.491 4.6105 -3.5640 0.5708 -0.6434
O -3.246 0.554 1.192 4.4880 3.2491 -1.7979 -0.3283
N -1.739 -5.039 1.077 0.6597 0.0653 0.7635 -0.3205
N -3.092 0.007 7.343 0.6010 0.5102 -0.6660 -0.5361
N 4.516 6.365 -0.578 1.4928 -4.4919 -1.3991 -0.5440
N -0.484 -9.445 1.346 0.6415 -0.8012 -0.3059 -0.2891
N -1.746 -2.134 -2.737 0.6348 -0.6168 -0.2607 -0.1540
N -7.431 -3.993 -0.178 0.6087 0.7935 0.1193 -0.5837
N 7.847 6.911 -0.169 0.8038 0.2618 -0.5480 -0.3567
N -7.202 2.519 -3.871 0.5953 -0.0202 0.7895 -0.5880
C -1.985 0.691 7.707 -0.7944 -0.5071 -0.1529 -0.2469
C 0.734 5.092 -0.381 0.2463 2.1537 0.7555 -0.3285
C -5.760 -1.770 0.115 0.0324 0.0662 -0.0333 0.0285
C -1.666 -3.985 1.919 -0.1109 -0.6539 -0.5833 -0.2442
C -5.637 -2.859 0.972 -0.0549 0.1895 -0.2120 -0.3522
C -7.528 -2.921 -0.993 -0.0076 -0.7775 0.5045 -0.3064
C 4.000 4.220 -2.113 1.2074 0.5967 0.0291 -0.2013
C 1.105 5.946 -1.727 -0.1847 1.0625 -0.3033 -0.9632
C -5.572 1.399 -2.487 -0.0671 0.3205 0.0736 -0.2864
C 0.138 -9.477 0.147 -0.4500 0.0579 0.8231 0.0970
C -6.421 1.457 -3.581 -0.5599 0.6518 -0.3160 -0.4981
C 0.479 -11.609 1.813 0.1080 0.0299 -0.2609 -0.4596
C -0.024 0.780 -0.902 -0.4504 -1.4029 0.2234 -0.1738
C 1.909 4.095 0.169 -0.8589 -0.3820 1.5249 0.2643
C 3.375 0.024 1.728 0.1643 -0.1060 -1.3669 -0.8574
C -0.331 -3.217 -4.364 0.0079 -0.1505 0.1635 -0.5122
C -0.158 -4.302 -3.511 -0.0263 0.0254 0.0466 -0.3586
C 10.076 7.622 -1.701 -0.0052 -0.0019 -0.0015 -0.1139
C -6.309 3.611 -1.912 0.1006 -0.2530 -0.0506 -0.5980
C -3.411 0.026 6.030 0.1184 -0.0901 0.9424 -0.4750
C -1.562 -3.202 -1.930 -0.2717 0.7808 -0.2933 -0.4341
C -0.299 -10.514 2.152 -0.2039 0.7705 -0.4503 -0.2455
C 3.448 0.131 0.062 1.1754 -1.1639 0.0362 -0.0510
C 7.861 8.031 -0.924 -0.1414 -0.7130 0.5444 -0.0180
C -0.958 -6.102 1.367 -0.5654 0.6290 -0.3742 -0.4043
C -7.129 3.573 -3.028 -0.0973 -0.6662 -0.6133 -0.2154
C -5.517 2.501 -1.638 0.0289 -0.0543 0.1219 0.2128
C 8.939 8.423 -1.701 0.2206 -0.1864 0.0319 -0.5813
C 10.093 6.463 -0.932 -0.0408 0.2360 -0.1503 -0.4736
C -0.846 -3.947 3.036 0.1099 -0.1780 0.0243 -0.9131
C 0.840 0.958 -2.281 -0.4851 0.2954 -1.0749 -0.8571
C 8.964 6.152 -0.191 -0.7969 0.4125 0.0974 -0.2126
C 0.932 -10.528 -0.282 0.0200 -0.1913 0.1762 -0.6707
C 4.845 5.109 -1.026 -0.0074 2.8869 1.2721 -0.2870
C -2.673 0.695 5.068 0.2700 0.1663 0.0276 0.0826
C -0.054 -5.058 3.309 0.0036 -0.0350 -0.0472 -0.3909
C -1.186 1.393 6.819 -0.0744 -0.0150 -0.2547 -0.5359
C -0.783 -4.298 -2.269 0.1670 -0.0394 -0.2945 -0.2180
C -1.568 1.417 -1.002 1.7230 -1.3358 -2.1778 -0.4876
C -0.109 -6.159 2.461 0.0503 0.2423 0.1975 -0.2227
C 1.105 -11.613 0.571 0.0011 0.0062 -0.0023 -0.1338
C -6.486 -3.938 0.786 -0.6778 -0.1396 -0.6269 -0.3569
C -1.539 1.392 5.474 -0.0340 -0.0444 0.0806 0.0074
C 1.513 2.426 -2.513 -1.1782 -0.4407 -1.4160 -0.0824
C -6.723 -1.798 -0.889 0.1639 -0.0673 0.1980 -0.3775
C -1.125 -2.166 -3.936 -0.4137 0.1216 0.7161 -0.3711
B 3.878 1.640 -0.411 2.8328 -2.2352 1.4802 -0.0101
H 0.143 -3.190 -5.339 -0.0596 0.0247 0.0796 0.4062
H 0.595 -12.439 2.502 -0.0290 0.0902 -0.0532 0.3527
H 0.494 -7.040 2.647 -0.1226 0.0451 -0.0677 0.3849
H 4.358 -0.584 -0.235 -1.8980 1.4119 0.4506 0.2346
H -1.033 -6.934 0.673 -0.0043 0.0369 0.1991 0.5362
H -4.306 -0.529 5.764 0.0800 0.0587 -0.0239 0.3865
H -1.750 0.658 8.767 0.0117 0.0296 -0.0790 0.3518
H 1.389 3.373 0.965 0.9999 1.5235 -1.5936 0.0199
H -1.288 -1.295 -4.564 0.0287 -0.0839 -0.0118 0.3949
H 0.459 -5.144 -3.812 -0.0697 0.0932 0.0281 0.3748
H 1.405 -10.502 -1.257 -0.0544 0.0156 0.0881 0.3467
H -1.230 4.670 0.115 1.3921 -0.2632 -1.1911 0.2518
H 5.845 1.886 -1.019 -0.8713 0.3588 1.4803 0.2907
H 10.942 7.898 -2.296 -0.1009 -0.0319 0.0697 0.3537
H 0.080 0.783 -3.182 1.5411 0.2195 1.9028 0.2735
H 5.819 4.611 -0.548 -2.1908 0.7886 -1.2750 0.1119
H 1.191 5.321 -2.713 -0.2435 0.9124 2.0256 0.1453
H 0.600 -5.065 4.176 -0.0761 0.0033 -0.0938 0.3896
H 5.236 6.710 0.126 -0.8285 -0.9672 -1.1595 0.2951
H 2.507 -0.321 -0.462 1.5897 1.0096 1.1988 0.0050
H 2.105 2.401 -3.549 -1.3019 -0.0117 2.0774 0.3712
H -4.898 -2.867 1.765 -0.0684 -0.0163 -0.0546 0.3515
H 0.635 3.208 -2.653 1.8716 -1.4871 0.3607 0.2083
H 4.482 -0.191 2.091 -2.5643 0.6835 -0.4789 0.3073
H -4.863 2.493 -0.772 -0.2108 0.0311 -0.1947 0.2305
H -0.825 -3.073 3.677 -0.0363 -0.0563 -0.0596 0.4859
H 2.102 6.579 -1.629 -1.9726 -1.5650 0.1290 0.2645
H -0.309 1.926 7.168 -0.0799 -0.0530 -0.0047 0.3751
H -6.427 -4.813 1.427 0.0300 0.0756 -0.0261 0.3561
H 3.415 4.836 -2.919 1.2988 -0.8881 1.7107 0.3677
H 6.952 8.625 -0.888 0.0669 -0.0290 -0.0534 0.3359
H 0.243 6.746 -1.924 1.7257 -1.8626 0.5379 0.3516
H 10.964 5.818 -0.910 -0.0950 0.0456 0.0136 0.3501
H 8.927 5.256 0.423 0.0463 0.0610 -0.0468 0.3745
H 1.722 -12.455 0.270 -0.0741 0.1005 0.0342 0.3626
H -0.810 -10.465 3.109 0.0498 -0.0333 -0.0606 0.3609
H -8.297 -2.989 -1.758 0.0678 0.0385 0.0415 0.3596
H -2.219 0.568 -1.523 0.9940 1.6865 1.6227 0.3732
H -4.968 0.518 -2.301 -0.0290 0.0112 -0.0285 0.5925
H -2.305 -3.145 1.665 0.0447 0.0146 0.0531 0.6584
H -5.111 -0.906 0.229 -0.0411 -0.0671 0.0226 0.5850
H 1.690 0.150 -2.432 -1.9190 1.4491 0.7241 0.3493
H -6.843 -0.966 -1.573 -0.0261 -0.0728 0.0733 0.3056
H -2.073 -3.153 -0.973 0.0633 -0.1327 -0.0688 0.5103
H -2.974 0.675 4.026 -0.0138 -0.0113 0.0416 0.3839
H 0.553 5.898 0.481 0.5652 -1.6201 -1.8479 0.3703
H 0.513 1.130 0.077 -0.8553 -0.3603 -2.0053 0.1329
H -0.202 -0.393 -0.772 0.4282 2.5099 -0.1953 0.1950
H -7.767 4.414 -3.283 0.0504 -0.0384 0.0357 0.3479
H -0.668 -5.127 -1.581 -0.0901 0.1418 -0.0035 0.3805
H 2.766 4.655 0.781 -2.0181 -0.8605 -1.4677 0.4792
H 4.762 3.518 -2.675 -1.3035 1.5001 1.0021 0.3783
H 8.894 9.332 -2.290 -0.0202 -0.0838 0.0700 0.3493
H -6.288 4.485 -1.271 -0.0039 -0.0812 -0.0507 0.3867
H -1.619 2.342 -1.736 0.0395 -1.4019 2.3453 0.2558
H -0.936 1.930 4.748 -0.0858 -0.0867 0.1955 0.1675
H 2.949 1.053 2.101 0.8082 -2.2704 -0.1884 0.2015
H -0.025 -8.606 -0.481 0.0455 -0.0864 -0.0238 0.3088
H -6.496 0.624 -4.274 0.0195 0.0278 0.0573 0.3771
H 2.679 -0.894 1.943 1.3460 2.0022 0.0142 0.2857
```
Positions in Å, forces in eV/Å.

***

Entry 2:
# C2H7IN3

The ion C2H7IN3 with charge +1 (wB97M-V/def2-TZVPD, the Open Molecules 2025 dataset).

Its lowest unoccupied orbital energy is -4.2 eV. Its total charge is +1. Its gap between HOMO and LUMO is 10.142 eV. For the relative energy (zero: lowest compared OMol25 entry of this formula, charge and spin), the calculation gives 193.33 kJ/mol.

```
13
Properties=species:S:1:pos:R:3:forces:R:3:nbo_charge:R:1
I 1.384 -0.163 0.452 0.0219 0.0462 -0.0149 0.9862
N 2.395 1.572 0.424 0.5098 0.1531 -0.4311 -1.0592
N -1.265 0.465 -0.827 0.1537 0.2859 -0.3273 -0.3226
N -0.741 -1.596 0.195 0.1479 -0.2712 -0.1911 -0.8502
C -0.086 0.774 -0.866 -0.3805 0.2970 0.1175 0.0324
C -1.757 -0.564 0.045 -0.5454 -0.2943 0.3585 -0.1026
H 0.338 1.575 -1.447 0.4496 0.2111 -0.0469 0.2489
H -2.706 -0.917 -0.367 0.1763 -0.0888 0.1320 0.2248
H 2.872 1.727 1.307 -0.1880 -0.0046 0.0990 0.4031
H -0.880 -2.181 1.011 -0.1051 0.0025 -0.0033 0.4132
H -0.714 -2.187 -0.636 -0.0306 -0.0328 0.2248 0.4034
H -1.951 -0.091 1.015 -0.0494 -0.1544 -0.1006 0.2278
H 3.111 1.586 -0.306 -0.1602 -0.1498 0.1833 0.3948
```
Positions in Å, forces in eV/Å.

***

Entry 3:
# C25H22CaN14O5SSe2

A structure of composition C25H22CaN14O5SSe2 (wB97M-V/def2-TZVPD, the Open Molecules 2025 dataset).

Its lowest unoccupied orbital energy is 4.0 eV. Its total charge is -2. Its gap between HOMO and LUMO is 7.260 eV. For the relative energy (zero: lowest compared OMol25 entry of this formula, charge and spin), the calculation gives 0.00 kJ/mol.

```
70
Properties=species:S:1:pos:R:3:forces:R:3:nbo_charge:R:1
Se -2.913 1.277 -0.705 -0.1386 -0.3524 -0.0855 0.4047
Se -4.049 -0.648 -1.704 0.1603 0.2547 0.0977 -0.0478
Ca 0.667 0.863 0.316 -0.1186 0.1172 0.0601 1.7959
S -0.504 3.499 0.021 0.1742 -0.1254 0.0150 2.5712
O 0.266 3.021 1.216 -0.0134 0.0334 0.1732 -1.1396
O 0.000 2.625 -1.092 -0.0977 -0.0996 -0.0823 -1.1416
O 8.117 -0.993 -0.886 0.1263 -0.1124 -0.1206 -0.6566
O -1.959 3.197 0.234 0.0791 0.1141 0.0266 -1.0432
O -0.293 4.910 -0.241 -0.0291 -0.0391 0.0439 -1.0226
N 2.034 -0.589 -1.241 -0.2420 -0.0158 0.0996 -0.5189
N 2.965 -0.179 -2.124 -0.0169 -0.0543 -0.0301 -0.1447
N 1.504 -2.764 -0.314 0.0210 -0.1032 -0.0498 -0.6141
N 1.171 -1.289 1.574 0.0297 0.2479 -0.1539 -0.5429
N 1.094 -1.523 2.906 0.0136 -0.0431 0.0360 -0.1679
N 3.084 1.635 0.690 -0.0934 -0.1837 -0.1365 -0.5026
N 7.925 0.685 0.612 0.1479 0.0788 -0.0278 -0.6734
N -1.609 0.572 1.686 0.0853 -0.3136 -0.3951 -0.5188
N 1.196 -2.791 3.123 0.0025 0.0529 0.0895 -0.1388
N 3.256 -2.311 -1.869 0.0032 -0.0882 0.0056 -0.4130
N 1.363 -3.450 1.964 0.0190 -0.0858 -0.0262 -0.4129
N 6.022 -0.262 -0.393 -0.0052 -0.0989 0.0155 -0.6706
N -1.375 -1.168 -2.479 -0.0464 -0.0377 -0.0930 -0.4476
N 3.676 -1.197 -2.498 0.0142 0.1106 -0.0132 -0.1694
C 6.385 2.330 4.185 -0.0052 0.0152 -0.0011 -0.0355
C 7.383 2.966 3.458 -0.0022 -0.0083 -0.0144 -0.1991
C 4.481 3.100 -0.562 -0.0403 0.0837 0.0028 -0.2449
C -1.500 0.073 2.921 0.0285 0.1096 -0.0299 0.0714
C 3.317 2.828 0.140 0.0261 -0.0125 0.1230 0.0505
C 6.433 0.532 2.561 0.0243 -0.0087 -0.0047 -0.2567
C -0.442 -1.694 -3.278 -0.1947 -0.0228 0.0054 0.0613
C 7.402 1.200 1.816 -0.0526 0.0354 0.0020 0.2324
C 1.346 -2.496 1.047 0.0303 -0.0147 0.0327 0.4211
C -2.532 -0.584 3.564 -0.0218 0.0433 -0.0164 -0.2756
C 5.789 2.951 5.420 0.0213 -0.0047 -0.0102 -0.6263
C -0.733 -2.490 -4.374 0.1898 0.0349 0.0498 -0.2799
C -3.740 -0.709 2.895 -0.0008 -0.0209 0.0392 -0.1706
C -2.645 -1.396 -2.783 0.0422 -0.0258 0.0440 0.0686
C 5.409 2.092 -0.736 0.0660 -0.0371 -0.0519 -0.1920
C -2.062 -2.738 -4.672 -0.1618 0.0012 -0.0208 -0.1787
C 7.380 -0.248 -0.265 -0.0873 0.1128 0.1218 0.7934
C -3.871 -0.169 1.631 -0.1147 0.0275 0.0063 -0.2713
C 5.926 1.102 3.715 -0.0062 -0.0162 0.0129 -0.1823
C 2.252 -1.896 -1.110 0.1110 -0.0116 -0.0306 0.4123
C -2.772 0.456 1.050 0.0109 0.2150 0.0982 0.0577
C 5.158 0.848 -0.181 0.0697 -0.0009 0.0620 0.1640
C 7.879 2.419 2.283 -0.0101 0.0281 0.0072 -0.2697
C 3.990 0.671 0.539 0.0114 0.1494 -0.0082 0.0323
C -3.039 -2.173 -3.876 0.0285 -0.0005 0.0101 -0.2992
H -4.091 -2.311 -4.090 -0.0005 -0.0049 0.0129 0.2104
H 2.532 3.566 0.264 -0.0282 -0.0139 0.0072 0.2438
H 5.851 2.275 6.275 -0.0019 -0.0100 -0.0003 0.2103
H 6.306 2.246 -1.323 0.0052 0.0057 0.0044 0.2133
H 5.144 0.581 4.255 -0.0067 -0.0085 -0.0036 0.2193
H 5.679 -0.972 -1.032 -0.0536 0.0446 -0.0290 0.4451
H 3.750 -0.296 0.969 0.0021 0.0000 0.0145 0.2195
H 4.625 4.077 -1.003 0.0122 0.0004 -0.0016 0.2137
H 0.582 -1.467 -3.024 0.1377 0.0522 0.0719 0.2160
H -4.578 -1.218 3.356 -0.0046 0.0051 0.0032 0.2003
H -0.532 0.172 3.391 0.0027 -0.0222 -0.0045 0.2273
H 6.062 -0.425 2.221 -0.0133 -0.0214 -0.0043 0.2336
H -2.337 -3.349 -5.524 0.0041 -0.0045 0.0010 0.1981
H 1.789 -3.724 -0.459 -0.0190 0.1058 0.0303 0.4024
H 0.072 -2.896 -4.972 0.0029 0.0012 -0.0061 0.2119
H -2.377 -0.997 4.550 0.0023 -0.0058 0.0049 0.2141
H 6.303 3.876 5.682 0.0064 0.0009 -0.0038 0.2022
H 7.758 3.926 3.795 0.0055 0.0033 0.0033 0.1976
H 8.925 0.749 0.494 -0.1222 -0.0551 0.0471 0.4012
H -4.807 -0.231 1.096 0.0296 0.0038 -0.0134 0.2205
H 8.621 2.955 1.703 0.0067 -0.0009 -0.0039 0.2028
H 4.734 3.186 5.266 -0.0049 -0.0036 -0.0081 0.2287
```
Positions in Å, forces in eV/Å.

***

| no. | HOMO (eV) | energy (a.u.) |
| --- | --- | --- |
| 1 | -9.310 | -3700.2950 |
| 2 | -14.302 | -542.0322 |
| 3 | -3.261 | -7987.6331 |